1.
DFT (ωB97M-V/def2-TZVPD) results for a 2-piece molecular cluster, C9H14 overall.

Bonds (Å) are listed after each position.
Positions of all 23 atoms, in Å:
1 C 0.624 3.708 -0.878  C2 1.516, H3 1.085, H4 1.088, H5 1.088
2 C -0.403 3.035 -1.766  C1 1.516, H6 1.085, H7 1.089, H8 1.092
3 H 0.209 3.999 0.081  C1 1.085
4 H 1.424 3.004 -0.654  C1 1.088
5 H 1.111 4.550 -1.366  C1 1.088
6 H -0.881 2.200 -1.265  C2 1.085
7 H -1.219 3.684 -2.083  C2 1.089
8 H 0.014 2.725 -2.727  C2 1.092
9 C 1.843 -2.649 -0.002  C13 1.497, H20 1.089, H21 1.088, H23 1.088
10 C -1.128 -0.341 0.391  C11 1.384, C12 1.387, H16 1.085
11 C -1.844 -0.975 1.392  C10 1.384, C14 1.388, H17 1.083
12 C 0.045 -0.894 -0.100  C10 1.387, C13 1.385, H18 1.086
13 C 0.561 -2.042 0.477  C9 1.497, C12 1.385, C15 1.394
14 C -1.377 -2.160 1.943  C11 1.388, C15 1.390, H19 1.078
15 C -0.148 -2.648 1.513  C13 1.394, C14 1.390, H22 1.088
16 H -1.510 0.598 0.003  C10 1.085
17 H -2.776 -0.545 1.739  C11 1.083
18 H 0.551 -0.446 -0.951  C12 1.086
19 H -1.949 -2.727 2.659  C14 1.078
20 H 2.741 -2.343 0.532  C9 1.089
21 H 2.020 -2.478 -1.062  C9 1.088
22 H 0.253 -3.525 2.016  C15 1.088
23 H 1.841 -3.731 0.107  C9 1.088

Output
- Electronic energy: -351.32296 a.u.
- Energy above the lowest of the compared OMol25 structures with the same formula, charge and spin: 4.5 kcal/mol
- Gap between HOMO and LUMO: 10.07 eV
- SMILES string: Cc1ccccc1.CC

---

2.
DFT (ωB97M-V/def2-TZVPD) results for a 2-piece molecular cluster, C9H14 overall in a non-equilibrium geometry.

Bonds (Å) are listed after each position.
Positions of all 23 atoms, in Å:
1 C -3.078 -0.993 -2.301  C5 1.535, H12 1.093, H13 1.082, H15 1.086
2 C -0.228 -0.922 0.243  C3 1.389, C4 1.399, H8 1.080
3 C -0.391 0.381 0.698  C2 1.389, C6 1.395, H9 1.077
4 C -1.157 -1.416 -0.680  C2 1.399, C5 1.388, H10 1.079
5 C -2.005 -0.517 -1.313  C1 1.535, C4 1.388, C7 1.407
6 C -1.339 1.261 0.172  C3 1.395, C7 1.403, H11 1.082
7 C -1.998 0.855 -0.997  C5 1.407, C6 1.403, H14 1.079
8 H 0.434 -1.571 0.798  C2 1.080
9 H 0.233 0.675 1.525  C3 1.077
10 H -1.123 -2.450 -0.985  C4 1.079
11 H -1.446 2.310 0.415  C6 1.082
12 H -3.933 -0.311 -2.323  C1 1.093
13 H -3.518 -1.939 -2.016  C1 1.082
14 H -2.603 1.603 -1.486  C7 1.079
15 H -2.638 -0.974 -3.293  C1 1.086
16 C 3.423 -0.172 1.373  C17 1.531, H18 1.092, H19 1.089, H20 1.095
17 C 2.763 1.206 1.478  C16 1.531, H21 1.088, H22 1.087, H23 1.099
18 H 2.784 -0.917 0.896  C16 1.092
19 H 4.315 -0.353 0.777  C16 1.089
20 H 3.543 -0.509 2.409  C16 1.095
21 H 2.151 1.306 2.372  C17 1.088
22 H 2.285 1.482 0.542  C17 1.087
23 H 3.526 1.965 1.696  C17 1.099

Output
- Electronic energy: -351.29974 a.u.
- Energy above the lowest of the compared OMol25 structures with the same formula, charge and spin: 19.1 kcal/mol
- Gap between HOMO and LUMO: 9.97 eV
- SMILES string: Cc1ccccc1.CC